[1]
Entry from OMol25: a 2-piece molecular cluster, C3H5I overall at a distorted geometry (the ωB97M-V functional and the def2-TZVPD basis).

Calculated values
<S²>: 2.004
calculated total energy: -11284.6646 eV
multiplicity: 3
energy relative to the best compared isomer or geometry (same formula, charge and spin): 3.208 eV
strongest force on any atom: 10.34 eV Å⁻¹
HOMO (alpha / beta): -0.167 / -0.373 Ha

CARTESIAN COORDINATES (ANGSTROEM)
1 H 1.402 1.438 -0.196
2 I -3.662 0.108 0.102
3 C 0.980 -0.610 0.071
4 H -2.472 0.602 -0.972
5 H -0.276 1.082 0.264
6 H 1.198 0.888 1.532
7 C 1.072 -1.735 -0.379
8 C 0.837 0.789 0.473
9 H 0.923 -2.564 -0.894

Here is what natural (NBO) gives for the atomic charges, in e:
1. H 0.242
2. I -0.102
3. C 0.054
4. H 0.100
5. H 0.210
6. H 0.243
7. C -0.196
8. C -0.713
9. H 0.162

[2]
Entry from OMol25: an isolated ion of composition C34H39N4 and charge +1 at a distorted geometry (the ωB97M-V functional and the def2-TZVPD basis).

Calculated values
calculated total energy: -41845.8595 eV
energy relative to the best compared isomer or geometry (same formula, charge and spin): 0.000 eV
charge: +1
strongest force on any atom: 3.49 eV Å⁻¹
HOMO: -0.337 Ha

CARTESIAN COORDINATES (ANGSTROEM)
1 N 1.007 -0.555 0.497
2 C -0.772 2.561 -2.585
3 H -4.533 2.223 0.890
4 H -0.845 2.293 -0.440
5 H -5.845 0.257 4.452
6 H 1.055 2.247 -6.526
7 H -2.989 3.332 -4.338
8 H -3.912 -1.554 5.233
9 H -2.926 -3.505 3.309
10 H 2.343 -3.787 2.909
11 C -5.611 0.041 3.403
12 C 0.541 0.804 -3.750
13 H 0.546 -0.457 -5.500
14 H 4.136 -4.256 0.473
15 H 1.844 -4.289 1.299
16 N -0.378 2.475 -4.982
17 C -3.505 -0.563 2.334
18 H -0.397 4.531 -5.363
19 H 5.801 -0.654 3.017
20 C 3.989 -4.170 1.556
21 H -5.496 0.806 0.494
22 H 4.135 -5.165 1.980
23 C 0.930 0.514 -5.157
24 C 2.436 -2.238 1.430
25 C -1.098 3.683 -5.279
26 C -2.501 0.445 0.427
27 H 4.909 -3.190 3.245
28 C -1.603 3.787 -2.751
29 H -2.508 1.244 -0.307
30 C 0.296 1.669 -5.979
31 C -5.548 1.333 2.588
32 H 4.477 1.434 -0.141
33 C -0.196 2.002 -3.729
34 C 4.995 -3.193 2.140
35 H 6.013 -3.508 1.886
36 H -0.417 1.283 -6.724
37 H 2.020 0.512 -5.282
38 H -4.912 -2.556 4.164
39 H 0.368 -2.047 1.856
40 C -0.566 1.847 -1.394
41 H -6.421 -0.601 3.013
42 C -2.122 3.988 -4.189
43 H 6.484 1.066 1.559
44 H -2.462 5.020 -4.314
45 H 6.313 0.071 0.111
46 C 2.573 -3.671 1.837
47 H -1.970 -2.361 4.263
48 H -5.052 2.103 3.189
49 C -2.802 -2.442 3.550
50 C -4.806 1.225 1.244
51 C -3.584 0.388 1.315
52 H -2.465 3.722 -2.077
53 H -6.572 1.668 2.400
54 H 1.904 1.226 -0.153
55 C -0.055 0.541 -1.438
56 H 1.216 -0.847 -2.539
57 H -0.232 -1.451 -0.865
58 C 5.867 -0.931 1.946
59 C 2.091 0.271 0.337
60 N -4.365 -0.668 3.372
61 H -1.188 -2.621 1.067
62 H 4.279 1.693 1.578
63 H 6.813 -1.475 1.813
64 H -1.584 3.562 -6.258
65 N 4.803 -1.854 1.612
66 C 0.642 0.082 -2.572
67 C 3.568 -1.410 1.258
68 H -1.029 4.674 -2.442
69 C 4.463 0.910 0.823
70 C -0.185 -0.489 -0.319
71 C -4.079 -1.839 4.184
72 C 1.213 -1.628 1.327
73 C 5.856 0.315 1.075
74 C -1.480 -0.521 0.492
75 C -1.693 -1.676 1.278
76 C -2.567 -1.599 2.349
77 C 3.343 -0.078 0.820

Here is what Löwdin gives for the atomic charges, in e:
1. N 0.016
2. C -0.137
3. H 0.118
4. H 0.126
5. H 0.127
6. H 0.123
7. H 0.119
8. H 0.123
9. H 0.121
10. H 0.136
11. C -0.154
12. C -0.142
13. H 0.122
14. H 0.128
15. H 0.128
16. N -0.090
17. C -0.151
18. H 0.128
19. H 0.143
20. C -0.155
21. H 0.129
22. H 0.124
23. C -0.088
24. C -0.100
25. C -0.151
26. C 0.033
27. H 0.144
28. C -0.133
29. H 0.099
30. C -0.118
31. C -0.153
32. H 0.127
33. C -0.144
34. C -0.147
35. H 0.130
36. H 0.123
37. H 0.120
38. H 0.123
39. H 0.120
40. C -0.004
41. H 0.129
42. C -0.154
43. H 0.120
44. H 0.115
45. H 0.121
46. C -0.129
47. H 0.119
48. H 0.118
49. C -0.089
50. C -0.137
51. C -0.144
52. H 0.117
53. H 0.115
54. H 0.153
55. C -0.201
56. H 0.130
57. H 0.159
58. C -0.147
59. C 0.062
60. N -0.088
61. H 0.123
62. H 0.131
63. H 0.130
64. H 0.129
65. N -0.059
66. C 0.016
67. C -0.082
68. H 0.125
69. C -0.130
70. C -0.186
71. C -0.115
72. C 0.041
73. C -0.150
74. C -0.141
75. C -0.019
76. C -0.144
77. C -0.104

[3]
Entry from OMol25: one molecule with the formula C6H12N2 (the ωB97M-V functional and the def2-TZVPD basis).

Calculated values
calculated total energy: -9393.5685 eV
energy relative to the best compared isomer or geometry (same formula, charge and spin): 3.281 eV
strongest force on any atom: 0.26 eV Å⁻¹
HOMO (alpha / beta): -0.234 / -0.198 Ha

CARTESIAN COORDINATES (ANGSTROEM)
1 H -3.181 0.997 -0.421
2 C 2.096 0.241 1.095
3 H 2.459 -0.071 0.112
4 H 2.794 1.020 1.456
5 H 0.141 0.826 1.973
6 H -0.038 -1.462 0.829
7 N 0.080 -2.694 -0.864
8 H 0.816 1.448 -0.965
9 H -1.825 -0.907 -1.578
10 C -0.329 -1.558 -0.206
11 C -1.130 0.753 -0.422
12 H 0.253 -2.665 -1.855
13 H 0.594 -3.392 -0.356
14 N -2.292 1.461 -0.349
15 H -0.060 2.554 0.095
16 C 0.150 1.489 -0.098
17 H 2.222 -0.615 1.768
18 H -2.281 2.463 -0.469
19 C 0.676 0.716 1.036
20 C -1.144 -0.606 -0.781

Here is what natural (NBO) gives for the atomic charges, in e:
1. H 0.391
2. C -0.648
3. H 0.201
4. H 0.194
5. H 0.182
6. H 0.213
7. N -0.811
8. H 0.217
9. H 0.204
10. C 0.029
11. C 0.262
12. H 0.382
13. H 0.384
14. N -0.790
15. H 0.195
16. C -0.493
17. H 0.201
18. H 0.381
19. C -0.270
20. C -0.424

[4]
Entry from OMol25: one molecule with the formula C17H23N3O3 at a distorted geometry (the ωB97M-V functional and the def2-TZVPD basis).

Calculated values
calculated total energy: -28611.7788 eV
energy relative to the best compared isomer or geometry (same formula, charge and spin): 5.773 eV
strongest force on any atom: 5.21 eV Å⁻¹
HOMO: -0.295 Ha

CARTESIAN COORDINATES (ANGSTROEM)
1 C 2.993 0.740 -1.678
2 C -0.830 -1.262 2.027
3 C 3.497 0.698 0.745
4 H -4.325 1.344 1.641
5 N 1.410 -1.135 -2.314
6 C -0.927 -2.700 1.275
7 H 2.631 -1.215 1.809
8 H -0.168 -2.770 -1.863
9 O -0.308 -1.113 3.110
10 H 1.053 1.733 -2.147
11 H -2.636 1.765 -2.282
12 C 2.080 -1.076 -0.225
13 C 1.042 -2.111 -0.169
14 H -1.662 -3.672 -0.289
15 C -1.261 0.995 1.542
16 H -0.351 2.117 -2.912
17 C 0.594 -2.977 0.975
18 O -3.485 0.848 1.683
19 H 3.335 1.034 -2.669
20 O -2.732 2.993 1.926
21 H 1.394 -1.400 -3.386
22 H -0.269 2.889 0.824
23 C 2.801 -0.577 0.856
24 C -2.248 1.992 -1.206
25 C 2.201 -0.406 -1.463
26 H -1.016 -3.413 2.042
27 C 0.035 2.252 -1.864
28 C 0.693 -2.107 -1.478
29 C 3.587 1.256 -0.503
30 H 1.139 -2.818 1.962
31 H -2.381 3.101 -1.036
32 H -1.719 -0.617 0.354
33 H 0.153 3.387 -1.802
34 C -2.563 1.825 1.689
35 C -0.392 1.772 0.514
36 H 3.941 0.926 1.689
37 H 0.658 1.340 0.589
38 H -0.585 0.525 -1.192
39 H 4.593 1.947 -0.697
40 N -1.541 -0.350 1.323
41 H -0.755 0.943 2.503
42 H -2.803 -2.922 0.532
43 C -0.840 1.490 -0.949
44 H -2.764 1.509 -0.266
45 H 0.521 -4.062 0.650
46 N -1.792 -2.717 0.130

Here is what natural (NBO) gives for the atomic charges, in e:
1. C -0.279
2. C 0.701
3. C -0.277
4. H 0.487
5. N -0.585
6. C -0.134
7. H 0.217
8. H 0.211
9. O -0.628
10. H 0.226
11. H 0.224
12. C -0.105
13. C -0.119
14. H 0.364
15. C -0.198
16. H 0.196
17. C -0.423
18. O -0.678
19. H 0.231
20. O -0.586
21. H 0.434
22. H 0.242
23. C -0.152
24. C -0.607
25. C 0.144
26. H 0.196
27. C -0.607
28. C -0.010
29. C -0.195
30. H 0.261
31. H 0.225
32. H 0.425
33. H 0.215
34. C 0.794
35. C -0.398
36. H 0.228
37. H 0.228
38. H 0.219
39. H 0.216
40. N -0.618
41. H 0.267
42. H 0.376
43. C -0.292
44. H 0.190
45. H 0.213
46. N -0.840

[5]
Entry from OMol25: one molecule with the formula C3H6N2O2S at a distorted geometry (the ωB97M-V functional and the def2-TZVPD basis).

Calculated values
calculated total energy: -21112.6215 eV
energy relative to the best compared isomer or geometry (same formula, charge and spin): 7.228 eV
strongest force on any atom: 3.75 eV Å⁻¹
HOMO: -0.328 Ha

CARTESIAN COORDINATES (ANGSTROEM)
1 O 3.377 -0.968 -0.319
2 N 2.240 -0.729 0.000
3 C 1.096 -1.351 -0.122
4 C -0.116 -0.820 0.507
5 H -0.061 -0.781 1.662
6 H 0.979 3.473 -0.739
7 H -1.581 0.670 0.569
8 S 0.723 1.764 0.511
9 H -0.967 -1.561 0.594
10 C -0.529 0.556 0.014
11 O 2.057 0.560 0.585
12 H -0.688 0.567 -1.139
13 N 0.597 2.554 -0.833
14 H 1.232 -2.415 -0.578

Here is what natural (NBO) gives for the atomic charges, in e:
1. O -0.407
2. N 0.402
3. C -0.104
4. C -0.494
5. H 0.228
6. H 0.360
7. H 0.251
8. S 1.276
9. H 0.253
10. C -0.608
11. O -0.646
12. H 0.273
13. N -1.011
14. H 0.228

[6]
Entry from OMol25: a 3-piece molecular cluster, C14H28N5O2S overall at a distorted geometry (the ωB97M-V functional and the def2-TZVPD basis).

Calculated values
calculated total energy: -37342.6583 eV
energy relative to the best compared isomer or geometry (same formula, charge and spin): 3.275 eV
charge: +1
strongest force on any atom: 5.97 eV Å⁻¹
HOMO: -0.410 Ha

CARTESIAN COORDINATES (ANGSTROEM)
1 H 0.717 0.693 -4.087
2 H -4.827 1.110 0.291
3 H 1.866 3.631 -1.396
4 C 3.931 -4.280 -1.152
5 H -5.436 3.309 -1.069
6 C -2.505 2.304 -2.988
7 C -1.362 -1.821 2.508
8 H -0.144 2.203 0.069
9 C 3.782 -2.504 1.201
10 H 0.679 -0.856 -0.951
11 H -0.576 0.085 -0.243
12 C -3.734 3.232 -2.650
13 H 4.313 -3.998 -2.136
14 H -3.993 4.173 -3.228
15 H 0.204 4.005 0.177
16 N 0.305 1.065 -3.223
17 H -2.290 -0.794 5.087
18 N -3.069 0.630 -0.961
19 O 0.797 -0.566 5.119
20 N -0.339 -0.609 -0.971
21 H 3.527 -1.796 1.990
22 H -1.202 3.483 -0.865
23 C -2.320 1.096 -2.061
24 H -1.862 0.610 4.059
25 C -0.139 3.166 -0.540
26 H -1.523 -2.901 2.517
27 C 2.649 -2.590 0.214
28 H 4.688 -2.154 0.701
29 C -4.185 1.432 -0.605
30 C -0.236 -0.718 4.483
31 H 2.003 -3.442 -1.466
32 H 1.647 1.047 -1.429
33 H -1.809 2.534 -3.864
34 H -2.277 -1.318 2.813
35 H 4.729 -4.192 -0.418
36 H 3.956 -3.481 1.657
37 C 0.873 3.181 -1.788
38 C -1.526 -0.044 4.867
39 O 1.617 -1.930 0.338
40 H 3.586 -5.315 -1.187
41 N 2.798 -3.431 -0.842
42 H 2.246 1.882 -2.939
43 H 0.556 3.859 -2.653
44 C 1.297 1.691 -2.302
45 H -1.097 -1.506 1.496
46 C -4.513 2.709 -1.400
47 H -1.371 0.562 5.759
48 S -0.834 0.020 -2.490
49 N -0.247 -1.522 3.381
50 H 0.649 -1.942 3.179

Here is what natural (NBO) gives for the atomic charges, in e:
1. H 0.429
2. H 0.250
3. H 0.228
4. C -0.417
5. H 0.250
6. C -0.244
7. C -0.408
8. H 0.199
9. C -0.728
10. H 0.450
11. H 0.408
12. C -0.151
13. H 0.206
14. H 0.268
15. H 0.241
16. N -0.798
17. H 0.229
18. N -0.431
19. O -0.623
20. N -0.944
21. H 0.255
22. H 0.223
23. C 0.003
24. H 0.217
25. C -0.647
26. H 0.203
27. C 0.701
28. H 0.238
29. C 0.038
30. C 0.671
31. H 0.398
32. H 0.209
33. H 0.270
34. H 0.210
35. H 0.222
36. H 0.243
37. C -0.421
38. C -0.720
39. O -0.706
40. H 0.212
41. N -0.597
42. H 0.233
43. H 0.226
44. C -0.260
45. H 0.190
46. C -0.224
47. H 0.251
48. S 1.166
49. N -0.621
50. H 0.404

[7]
Entry from OMol25: a 2-piece molecular cluster, C4H10N2O overall at a distorted geometry (the ωB97M-V functional and the def2-TZVPD basis).

Calculated values
calculated total energy: -9334.7513 eV
energy relative to the best compared isomer or geometry (same formula, charge and spin): 4.236 eV
strongest force on any atom: 1.70 eV Å⁻¹
HOMO: -0.341 Ha

CARTESIAN COORDINATES (ANGSTROEM)
1 C 1.633 0.961 -0.760
2 H -1.859 1.700 -0.313
3 H 1.148 -1.841 0.824
4 H -1.366 -1.163 -0.749
5 H 1.953 1.349 -1.714
6 H -0.556 0.102 -1.435
7 O -1.671 0.365 1.294
8 H 0.806 -0.218 1.457
9 H 2.547 -0.900 -0.988
10 H 1.056 1.629 -0.139
11 C -1.909 0.645 -0.049
12 H -3.253 -0.702 0.662
13 N -3.006 0.291 0.762
14 C 1.952 -0.254 -0.353
15 C 1.549 -0.837 0.959
16 H 2.422 -0.923 1.607
17 N -1.447 -0.202 -1.063

Here is what natural (NBO) gives for the atomic charges, in e:
1. C -0.440
2. H 0.167
3. H 0.213
4. H 0.367
5. H 0.202
6. H 0.391
7. O -0.410
8. H 0.228
9. H 0.194
10. H 0.192
11. C 0.337
12. H 0.325
13. N -0.334
14. C -0.152
15. C -0.658
16. H 0.223
17. N -0.845

The highest energy relative to the best compared isomer or geometry (same formula, charge and spin) belongs to which entry?
C3H6N2O2S

What is the calculated total energy in the fifth record?
-21112.6215 eV